1.
Formula: C24H25N5O2
Source: OMol25
Level of theory: ωB97M-V with the def2-TZVPD basis set

Positions of all 56 atoms, in Å:
O1 1.975 1.805 5.043
O2 3.840 0.466 4.830
N1 -1.894 0.572 -0.047
N2 -0.387 -3.464 -0.556
N3 -0.933 0.943 0.784
N4 -1.552 -0.345 -3.720
N5 -0.040 -1.573 -2.680
C1 0.918 -3.261 -1.152
C2 -2.770 1.552 -0.640
C3 -1.749 -1.651 -4.033
C4 1.067 -1.888 -1.818
C5 -0.822 -2.429 -3.401
C6 0.760 0.883 3.096
C7 -0.274 -0.159 1.132
C8 3.240 1.496 5.586
C9 -0.261 3.845 -2.301
C10 1.817 0.976 3.961
C11 -0.925 3.097 -1.346
C12 0.846 -0.064 2.064
C13 -2.063 2.376 -1.691
C14 -1.866 3.172 -3.948
C15 -0.856 -1.286 0.502
C16 -0.572 -2.740 0.697
C17 1.985 -0.852 1.934
C18 -0.527 -0.332 -2.913
C19 2.947 0.167 3.833
C20 -2.529 2.417 -2.996
C21 -0.731 3.885 -3.603
C22 -1.893 -0.758 -0.243
C23 3.055 -0.752 2.819
C24 -0.680 -4.873 -0.396
H1 -0.211 4.470 -4.348
H2 -3.124 2.210 0.162
H3 1.130 -1.099 -1.064
H4 3.935 -1.364 2.713
H5 -3.618 1.026 -1.081
H6 -0.002 -5.376 0.311
H7 1.062 -4.031 -1.914
H8 -2.601 -1.244 -0.884
H9 2.002 -1.885 -2.394
H10 -0.603 -5.371 -1.362
H11 2.065 -1.546 1.113
H12 -0.111 1.509 3.188
H13 1.736 -3.375 -0.415
H14 3.122 1.165 6.631
H15 -0.674 -3.487 -3.405
H16 0.626 4.398 -2.027
H17 -2.541 -1.948 -4.691
H18 3.881 2.392 5.562
H19 -1.702 -4.986 -0.038
H20 -0.558 3.048 -0.332
H21 -0.099 0.552 -2.482
H22 -3.403 1.850 -3.275
H23 -2.232 3.195 -4.963
H24 0.287 -2.871 1.376
H25 -1.445 -3.179 1.191

Highest occupied orbital energy (eV): -7.88
Multiplicity: 1
SMILES: CN(CCn1ccnc1)Cc1cn(Cc2ccccc2)nc1-c1ccc2c(c1)OCO2



2.
Formula: C24H25N5O4S
Source: OMol25
Level of theory: ωB97M-V with the def2-TZVPD basis set

Positions of all 59 atoms, in Å:
S1 4.113 -1.464 -0.124
O1 1.936 -2.102 -1.366
O2 -0.830 -1.097 2.232
O3 4.026 3.656 -1.305
O4 -2.777 -3.551 -0.819
N1 -1.935 1.138 0.755
N2 -2.815 0.519 -1.103
N3 -1.724 0.621 -0.461
N4 -0.177 -2.267 -0.585
N5 0.980 -0.278 1.168
C1 3.866 3.987 -2.664
C2 -4.044 1.877 1.953
C3 1.535 -1.632 0.976
C4 -5.967 1.560 0.499
C5 1.136 -2.049 -0.453
C6 -0.222 -0.159 1.748
C7 2.182 2.067 -1.437
C8 1.693 0.776 0.527
C9 -3.835 -2.731 -1.258
C10 -5.397 1.959 1.718
C11 1.427 1.103 -0.793
C12 -5.207 1.061 -0.530
C13 2.719 1.424 1.210
C14 3.005 -1.648 1.188
C15 -3.264 1.372 0.919
C16 3.218 2.709 -0.766
C17 5.053 -1.656 2.260
C18 -0.809 -2.515 -1.860
C19 5.439 -1.496 0.968
C20 3.471 2.384 0.570
C21 -3.832 0.967 -0.315
C22 -1.744 -3.726 -1.759
C23 3.651 -1.736 2.386
C24 -0.861 1.237 1.705
H1 3.137 -1.857 3.324
H2 -0.791 -2.230 0.217
H3 -1.178 -4.593 -1.407
H4 -6.045 2.341 2.492
H5 1.957 2.298 -2.466
H6 4.274 2.891 1.079
H7 1.033 -2.273 1.711
H8 -3.613 2.183 2.894
H9 -3.516 -1.699 -1.437
H10 2.882 4.427 -2.857
H11 -1.282 1.474 2.683
H12 4.008 3.114 -3.308
H13 -1.373 -1.625 -2.161
H14 -5.638 0.751 -1.468
H15 -0.021 -2.706 -2.590
H16 -0.144 2.003 1.399
H17 -4.576 -2.742 -0.461
H18 -4.283 -3.129 -2.177
H19 5.731 -1.716 3.092
H20 -2.159 -3.948 -2.752
H21 2.926 1.163 2.236
H22 6.438 -1.418 0.587
H23 0.621 0.610 -1.313
H24 -7.036 1.649 0.377
H25 4.637 4.724 -2.880

Highest occupied orbital energy (eV): -8.56
Multiplicity: 1
SMILES: COCCNC(=O)[C@@H](c1cccs1)N(C(=O)Cn1nnc2ccccc21)c1ccc(OC)cc1



3.
Formula: C24H25N7O3Pd
Source: OMol25
Level of theory: ωB97M-V with the def2-TZVPD basis set

Positions of all 60 atoms, in Å:
Pd1 -0.663 -0.825 0.794
O1 -2.239 -2.464 3.023
O2 -3.180 0.476 -2.364
O3 -0.423 2.106 3.879
N1 -2.134 0.364 -0.299
N2 1.163 -0.592 -0.361
N3 -1.132 0.946 2.011
N4 1.679 1.548 -1.169
N5 0.662 -0.938 2.544
N6 -1.257 -2.067 -0.919
N7 2.587 -0.318 -2.181
C1 2.263 -1.021 4.775
C2 -1.105 -4.037 -2.223
C3 1.497 -1.965 2.721
C4 -0.799 -3.310 -1.088
C5 -2.598 1.503 0.247
C6 -2.046 1.825 1.546
C7 -3.938 3.486 0.336
C8 0.609 0.036 3.444
C9 1.208 2.204 0.037
C10 -2.022 -1.507 -1.848
C11 3.795 0.362 -2.657
C12 -2.165 -1.879 2.070
C13 -1.901 -3.454 -3.200
C14 -2.512 -0.122 -1.566
C15 -0.355 1.143 3.167
C16 1.787 0.204 -1.223
C17 -3.564 2.366 -0.337
C18 2.313 -2.041 3.834
C19 -3.388 3.805 1.610
C20 1.394 0.043 4.577
C21 2.483 -1.723 -2.545
C22 -2.371 -2.162 -3.010
C23 -2.468 3.003 2.212
C24 1.553 2.360 -2.383
H1 0.507 2.639 -2.533
H2 -0.727 -5.045 -2.329
H3 1.510 1.637 0.913
H4 -3.001 -1.655 -3.728
H5 -3.991 2.124 -1.294
H6 3.729 0.578 -3.723
H7 1.444 -2.046 -2.528
H8 4.656 -0.283 -2.484
H9 -0.189 -3.733 -0.299
H10 1.659 3.194 0.093
H11 -2.069 3.245 3.180
H12 1.306 0.867 5.272
H13 3.943 1.289 -2.111
H14 0.123 2.330 0.037
H15 2.893 -1.056 5.653
H16 2.146 3.268 -2.285
H17 -2.159 -4.002 -4.096
H18 2.855 -1.850 -3.560
H19 3.080 -2.366 -1.890
H20 2.974 -2.888 3.953
H21 1.892 1.814 -3.256
H22 1.563 -1.523 -0.418
H23 -4.676 4.143 -0.105
H24 1.512 -2.738 1.963
H25 -3.713 4.703 2.119

Highest occupied orbital energy (alpha / beta) (eV): -13.92 / -14.54
Multiplicity: 5
Charge: +2



Q: Which calculated total energy values were calculated for the entries above? A: -36838.275, -51768.801, -45329.918, in eV.
Q: Which ΔE to the lowest compared entry with this formula, charge and spin values were calculated for the entries above? A: 2.4321, 2.8568, 0.3078, in eV.
Q: Which maximum force values were calculated for the entries above? A: 1.3, 1.3, 0.5, in eV/A.